(1)
{
  "formula": "C5H7NO",
  "method": "the ωB97M-V functional and the def2-TZVPD basis",
  "homo_lumo_gap_ev": 7.4,
  "relative_energy_kj_mol": 345.73,
  "fmax_ev_per_a": 0.6,
  "lumo_ev": 0.22,
  "homo_energy_ev": -7.1,
  "elements": ["C", "N", "C", "C", "C", "C", "O", "H", "H", "H", "H", "H", "H", "H"],
  "coordinates": [[1.26849, 1.12089, 0.86306], [0.13177, 0.44320, 0.28082], [-1.27354, 0.87670, 0.33599], [-2.12088, 0.03368, -0.28424], [-1.17502, -1.02708, -0.82141], [0.18386, -0.69096, -0.33205], [1.33177, -1.34731, -0.48698], [2.09994, 1.14377, 0.16039], [1.58019, 0.58629, 1.75877], [0.98140, 2.14033, 1.11911], [-1.42925, 1.82951, 0.83720], [-1.18393, -0.81415, -1.88507], [-1.46854, -2.07558, -0.70963], [1.11027, -2.23410, -0.80366]],
  "atomic_forces_ev_per_a": [[0.1250, 0.0578, 0.0950], [0.0335, -0.2834, -0.0710], [-0.3687, 0.2726, -0.1331], [0.1984, 0.1546, 0.4842], [-0.3194, -0.1760, 0.0891], [-0.1727, 0.3197, 0.0763], [-0.0661, -0.2208, 0.0529], [-0.0193, 0.0097, -0.0036], [0.0696, 0.0949, 0.0840], [-0.0052, -0.1397, -0.0185], [0.0707, -0.2056, -0.0962], [0.1695, -0.1083, -0.5740], [0.0616, 0.1123, 0.0989], [0.2231, 0.1123, -0.0839]],
  "mulliken_charge": [-0.8765, 0.1906, -0.1635, -1.0235, -0.3150, 0.3407, -0.4903, 0.3282, 0.3119, 0.2976, 0.2875, 0.2925, 0.4669, 0.3527]
}

---

(2)
{
  "formula": "C6H10O",
  "method": "the ωB97M-V functional and the def2-TZVPD basis",
  "homo_lumo_gap_ev": 8.6,
  "relative_energy_kj_mol": 310.16,
  "fmax_ev_per_a": 0.6,
  "lumo_ev": 0.12,
  "homo_energy_ev": -8.5,
  "elements": ["C", "C", "C", "C", "C", "C", "O", "H", "H", "H", "H", "H", "H", "H", "H", "H", "H"],
  "coordinates": [[1.77314, -0.67168, 0.03710], [0.57450, 0.13870, 0.52974], [0.27123, 1.44306, -0.24211], [-1.18713, 1.75981, -0.19381], [-1.79773, 0.40931, -0.02320], [-0.78181, -0.63541, 0.49594], [-0.77362, -1.83688, -0.25520], [1.62086, -1.05571, -0.97770], [2.68396, -0.06209, 0.02784], [1.95024, -1.54409, 0.67339], [0.77349, 0.43286, 1.56965], [0.37819, 1.28396, -1.33725], [0.91546, 2.29869, -0.00707], [-2.01460, 0.21965, -1.09672], [-2.77762, 0.39666, 0.46622], [-1.05868, -0.95650, 1.50322], [-0.54987, -1.62033, -1.17003]],
  "atomic_forces_ev_per_a": [[-0.0005, 0.0202, -0.0315], [-0.0416, 0.0434, 0.0364], [-0.0229, 0.0557, 0.0217], [0.1946, -0.5248, -0.0596], [0.0579, 0.1873, 0.0733], [-0.0193, 0.2556, 0.2626], [0.0650, 0.0680, -0.2806], [0.0214, 0.1418, 0.0790], [-0.1660, -0.0699, 0.0253], [-0.0345, 0.1402, -0.0410], [-0.0902, -0.1120, -0.1415], [0.0405, 0.1027, 0.0889], [-0.0717, -0.2071, -0.0669], [-0.0984, -0.0277, 0.1254], [0.1641, 0.0389, -0.1195], [0.0607, 0.0129, -0.1070], [-0.0589, -0.1250, 0.1351]],
  "mulliken_charge": [-1.3882, 0.4301, -0.5593, -0.7211, -0.3530, -0.2583, -0.5619, 0.3006, 0.3776, 0.3494, 0.2751, 0.2863, 0.4379, 0.2519, 0.4073, 0.3658, 0.3599]
}